[1]
DFT (ωB97M-V/def2-TZVPD) results for a cluster of 6 separate species, C6H23NO6 in total.

Last columns: bonded neighbours and bond lengths (Å).
CARTESIAN COORDINATES (ANGSTROEM)
1 C -0.01 0.49 1.04  C2 1.527, C5 1.508, H9 1.121, H10 1.158
2 C -0.72 1.84 1.00  C1 1.527, C3 1.469, C4 1.564, H11 1.144
3 C -0.54 2.44 2.33  C2 1.469, H12 1.153, H13 1.086, H14 1.233
4 C -0.27 2.69 -0.24  C2 1.564, H15 1.089, H16 1.109, H17 1.077
5 C -0.08 -0.56 -0.04  C1 1.508, N6 1.344, O8 1.258
6 N -1.18 -1.27 -0.32  C5 1.344, C7 1.444, H18 1.006
7 C -2.36 -0.96 0.45  N6 1.444, H19 1.082, H20 0.995, H21 1.144
8 O 0.87 -0.90 -0.79  C5 1.258
9 H -0.26 0.13 2.08  C1 1.121
10 H 1.10 0.81 1.02  C1 1.158
11 H -1.81 1.65 0.70  C2 1.144
12 H -0.67 3.57 2.16  C3 1.153
13 H -1.29 2.00 2.99  C3 1.086
14 H 0.48 2.07 2.93  C3 1.233
15 H 0.29 1.93 -0.79  C4 1.089
16 H -1.03 3.02 -0.98  C4 1.109
17 H 0.41 3.47 0.07  C4 1.077
18 H -1.28 -1.80 -1.17  N6 1.006
19 H -2.05 -0.69 1.45  C7 1.082
20 H -2.87 -0.14 0.20  C7 0.995
21 H -3.00 -1.91 0.48  C7 1.144
22 H 2.70 -2.07 3.66  O24 0.981
23 H 1.43 -1.77 4.55  O24 1.025
24 O 1.73 -2.23 3.68  H22 0.981, H23 1.025
25 H 0.35 -2.27 -2.69  O27 1.055
26 H -0.32 -3.56 -2.66  O27 0.971
27 O -0.48 -2.73 -3.14  H25 1.055, H26 0.971
28 H 4.49 -0.99 2.67  O30 0.988
29 H 3.15 -0.60 2.26  O30 0.994
30 O 3.64 -0.75 3.11  H28 0.988, H29 0.994
31 H -2.11 -1.38 -3.71  O33 0.959
32 H -2.03 0.04 -4.48  O33 0.903
33 O -1.66 -0.76 -4.30  H31 0.959, H32 0.903
34 H 2.11 0.30 -5.19  O36 0.860
35 H 1.27 0.23 -3.93  O36 0.979
36 O 2.03 0.63 -4.40  H34 0.860, H35 0.979

SMILES string = CNC(=O)CC(C)C.O.O.O.O.O
Energy above the lowest of the compared OMol25 structures with the same formula, charge and spin = 82.92 kcal per mole
Frontier orbital gap = 10.05 eV
Charge = 0

[2]
DFT (ωB97M-V/def2-TZVPD) results for a cluster of 2 separate species, C6H11N in total.

Last columns: bonded neighbours and bond lengths (Å).
CARTESIAN COORDINATES (ANGSTROEM)
1 C -3.24 -1.50 -1.15  N7 1.184
2 C -0.34 0.52 0.86  C3 1.369, C4 1.515, H8 1.085
3 C 0.51 -0.32 0.18  C2 1.369, C5 1.475, C6 1.544
4 C -0.45 1.94 0.36  C2 1.515, H9 1.084, H10 1.072, H11 1.084
5 C 1.39 0.37 -0.77  C3 1.475, H12 1.098, H13 1.093, H14 1.168
6 C 0.74 -1.82 0.50  C3 1.544, H15 1.140, H16 1.160, H17 1.080
7 N -2.31 -1.02 -0.60  C1 1.184, H18 0.994
8 H -1.05 0.36 1.66  C2 1.085
9 H -1.17 2.43 1.02  C4 1.084
10 H -0.66 1.87 -0.69  C4 1.072
11 H 0.43 2.57 0.42  C4 1.084
12 H 2.19 -0.25 -1.19  C5 1.098
13 H 1.84 1.27 -0.37  C5 1.093
14 H 0.87 0.85 -1.70  C5 1.168
15 H 0.70 -2.12 1.60  C6 1.140
16 H 1.86 -1.96 0.25  C6 1.160
17 H 0.10 -2.52 0.00  C6 1.080
18 H -1.41 -0.66 -0.37  N7 0.994

Energy above the lowest of the compared OMol25 structures with the same formula, charge and spin = 64.00 kcal per mole
Frontier orbital gap = 10.32 eV
Charge = 0

The highest frontier orbital gap belongs to which entry?
C6H11N